DFT (ωB97M-V/def2-TZVPD) results for a molecular structure, C12H8BrIrN2OS2.

Calculated values
2S+1: 1
Molecular weight: 532.5 g/mol
Charge: 0
Kohn-Sham gap: 7.222 eV
Relative energy (zero: lowest compared OMol25 entry of this formula, charge and spin): 14.5 kcal per mole
LUMO energy: -0.1 eV
Highest occupied orbital energy: -7.3 eV
Energy: -112151.52395 eV

Element x y z (Å)
Ir1 1.14953 1.16354 1.00687
S1 -0.44414 2.91126 1.57541
C1 -1.46876 1.54449 1.73245
N1 -0.92041 0.41806 1.37625
C2 -1.78104 -0.66043 1.45432
C3 -1.48467 -1.98414 1.14947
C4 -2.48040 -2.92778 1.29669
C5 -3.75650 -2.56796 1.74499
C6 -4.05674 -1.25492 2.05249
C7 -3.05801 -0.30225 1.89994
S2 -3.12590 1.41710 2.19448
H1 -0.49151 -2.24751 0.81117
H2 -2.27178 -3.96344 1.06490
H3 -4.51957 -3.32639 1.85381
H4 -5.04339 -0.97933 2.39948
Br1 4.17701 1.05618 -4.94046
C8 3.32071 1.07813 -3.26560
C9 3.48025 0.02275 -2.38908
C10 2.83368 0.07701 -1.16704
N2 2.04497 1.10175 -0.82548
C11 1.90411 2.12567 -1.67677
C12 2.52632 2.15502 -2.90671
H5 4.09711 -0.82796 -2.63570
H6 2.95066 -0.70034 -0.43034
H7 1.26403 2.93116 -1.34675
H8 2.39106 3.00135 -3.56272
O1 2.76338 0.73898 1.53394


DFT (ωB97M-V/def2-TZVPD) results for 2 unconnected molecules or ions with the total composition C12H8O8 at a distorted geometry.

Calculated values
2S+1: 1
Molecular weight: 280.2 g/mol
SMILES: O=C1C=C(O)C(=O)C=C1O.O=C1C=C(O)C(=O)C=C1O
Charge: 0
Kohn-Sham gap: 6.651 eV
Relative energy (zero: lowest compared OMol25 entry of this formula, charge and spin): 168.5 kcal per mole
LUMO energy: -2.5 eV
Highest occupied orbital energy: -9.1 eV
Energy: -28945.84442 eV

Element x y z (Å)
C1 -3.82339 0.06718 -0.83832
C2 -2.41039 -0.22882 -0.38932
C3 -2.13839 -0.44582 1.00768
O1 -0.98739 -0.73882 1.39968
C4 -3.09839 -0.21182 2.00268
C5 -4.60539 0.18218 1.47568
C6 -4.98839 -0.00582 0.10568
O2 -6.16239 -0.11282 -0.25832
O3 -5.58439 0.49518 2.46968
O4 -1.36639 -0.05382 -1.33932
H1 -4.09539 0.17018 -1.90832
H2 -2.74439 -0.45382 3.01868
H3 -5.22839 0.47018 3.26268
H4 -0.59939 -0.27982 -0.81732
C7 3.79761 1.23718 -1.62032
C8 2.52561 0.44518 -1.80132
C9 2.15961 -0.60082 -0.79932
O5 1.03461 -1.18682 -0.82432
C10 3.18361 -0.99482 0.23768
C11 4.46361 -0.16882 0.31368
C12 4.78061 0.82618 -0.62932
O6 5.88761 1.35518 -0.71032
O7 5.33661 -0.14582 1.36268
O8 1.59861 0.77418 -2.68432
H5 4.10561 2.02218 -2.32832
H6 3.14561 -1.70082 0.96368
H7 4.95661 -0.97882 1.96268
H8 0.85661 0.26318 -2.63432


DFT (ωB97M-V/def2-TZVPD) results for 2 unconnected molecules or ions with the total composition C12H9BrNO2S at a distorted geometry.

Calculated values
2S+1: 2
Molecular weight: 311.2 g/mol
Expectation value of S²: 0.756
Charge: 0
Kohn-Sham gap (alpha / beta): 7.081 / 5.999 eV
LUMO energy (alpha / beta): -1.9 / -3.0 eV
Highest occupied orbital energy (alpha / beta): -9.0 / -9.0 eV
Energy: -99048.25247 eV

Element x y z (Å)
O1 0.41661 2.19514 -1.24509
C1 1.56116 1.73030 -1.21277
O2 2.26254 0.99212 -2.00861
N1 -2.61438 -0.15208 -2.23853
C2 -3.49667 0.74129 -2.59321
C3 -4.86391 0.40683 -2.58524
C4 -5.21265 -0.86836 -2.15600
C5 -4.30182 -1.71678 -1.54558
C6 -2.95014 -1.31173 -1.60206
S1 -1.63314 -2.02318 -0.78843
Br1 -1.04988 -1.49093 1.53019
C7 2.46479 2.13065 -0.09378
C8 3.71711 1.58065 -0.38344
C9 4.83323 2.27447 0.02431
C10 4.71725 3.28589 0.98127
C11 3.47313 3.59065 1.52591
C12 2.30027 3.04632 0.94536
H1 -3.13159 1.72640 -2.87532
H2 -5.60852 1.13226 -2.86316
H3 -6.24266 -1.16635 -2.23444
H4 -4.61741 -2.57331 -0.96861
H5 3.72692 0.68514 -0.99754
H6 5.76273 1.92909 -0.39187
H7 5.61667 3.79880 1.30533
H8 3.39314 4.24220 2.40303
H9 1.31268 3.27438 1.30639


DFT (ωB97M-V/def2-TZVPD) results for a molecular structure, C12H9Cl3HgN3SSi at a distorted geometry.

Calculated values
2S+1: 2
Molecular weight: 562.3 g/mol
Expectation value of S²: 0.761
Charge: 0
Kohn-Sham gap (alpha / beta): 7.206 / 5.771 eV
LUMO energy (alpha / beta): -0.2 / -1.7 eV
Highest occupied orbital energy (alpha / beta): -7.4 / -7.5 eV
Energy: -77518.65471 eV

Element x y z (Å)
Hg1 -0.96166 -4.02855 -0.73126
N1 0.49124 1.01985 -0.27976
C1 1.88184 1.14385 -0.31336
C2 2.45754 2.40505 -0.31016
C3 3.83934 2.55285 -0.33696
C4 4.65314 1.44005 -0.36776
C5 4.08664 0.17005 -0.37786
C6 2.71504 0.02415 -0.35446
S1 1.98294 -1.60935 -0.40786
N2 0.35344 -1.31455 -0.50016
C7 -0.19666 -0.16485 -0.42086
C8 -1.67046 -0.11415 -0.48106
C9 -2.39326 1.07955 -0.57556
C10 -3.77736 1.02265 -0.59436
C11 -4.40986 -0.20855 -0.52516
C12 -3.60806 -1.34035 -0.45706
N3 -2.29026 -1.29625 -0.43576
H1 -0.01776 1.87505 -0.13326
H2 1.82294 3.27995 -0.28376
H3 4.26844 3.54335 -0.33666
H4 5.72614 1.54855 -0.38546
H5 4.71764 -0.70485 -0.39896
H6 -1.90666 2.04135 -0.64856
H7 -4.35726 1.93085 -0.66636
H8 -5.48686 -0.29195 -0.52286
H9 -4.04696 -2.33005 -0.41146
Cl1 -2.69646 -3.67195 3.07584
Si1 -0.95796 -3.00215 2.20514
Cl2 0.60524 -3.94815 3.13194
Cl3 -0.82406 -1.05135 2.84394


DFT (ωB97M-V/def2-TZVPD) results for a molecular structure, C12H9Cl3MnN3O8S3.

Calculated values
2S+1: 2
Molecular weight: 580.7 g/mol
Expectation value of S²: 0.803
Charge: +1
Kohn-Sham gap (alpha / beta): 4.757 / 5.628 eV
Relative energy (zero: lowest compared OMol25 entry of this formula, charge and spin): 3.5 kcal per mole
LUMO energy (alpha / beta): -6.6 / -5.8 eV
Highest occupied orbital energy (alpha / beta): -11.4 / -11.4 eV
Energy: -134819.82990 eV

Element x y z (Å)
Mn1 -0.34443 0.40981 -1.21672
O1 1.17103 -2.57159 3.01456
C1 2.02611 -2.81174 2.01651
C2 3.01465 -3.76911 2.24145
C3 3.92068 -4.07443 1.25134
C4 3.87982 -3.43962 0.00342
C5 2.92296 -2.48998 -0.23370
C6 1.98348 -2.15511 0.76421
C7 1.00369 -1.14952 0.47542
O2 1.10296 -0.48446 -0.65493
N1 0.03651 -0.83938 1.32964
N2 -0.69452 0.17085 0.79535
C8 -1.21861 1.03209 1.57949
S1 -1.16554 1.14160 3.30555
C9 -0.98060 2.95089 3.25633
C10 -1.87224 3.51320 2.15774
S2 -1.76517 2.48106 0.69221
H1 0.51018 -1.91209 2.73788
H2 3.03731 -4.25984 3.20438
H3 4.67654 -4.82488 1.44248
H4 4.59207 -3.70058 -0.76569
H5 2.86008 -1.99424 -1.19225
H6 0.06470 3.19823 3.08530
H7 -1.28677 3.34361 4.22427
H8 -1.60894 4.52653 1.85096
H9 -2.93087 3.48154 2.42323
O3 -1.37946 -0.75289 -4.37785
S3 -0.38556 -0.91701 -3.37690
O4 -1.12862 -1.00693 -1.92952
O5 0.55716 -1.97400 -3.44026
O6 0.25395 0.43702 -2.99734
Cl1 -2.75482 2.57120 -5.23199
C11 -3.69348 2.38408 -3.75933
Cl2 -4.21372 3.95384 -3.12144
Cl3 -5.07184 1.31443 -3.99954
C12 -2.81615 1.78289 -2.75518
N3 -2.13287 1.31193 -1.97151
O7 0.15522 2.15291 -0.96156
O8 -0.32488 2.96969 0.13400


DFT (ωB97M-V/def2-TZVPD) results for 2 unconnected molecules or ions with the total composition C12H9Cl4O7 at a distorted geometry.

Calculated values
2S+1: 1
Molecular weight: 407.0 g/mol
Charge: -1
Kohn-Sham gap: 3.131 eV
Relative energy (zero: lowest compared OMol25 entry of this formula, charge and spin): 43.3 kcal per mole
LUMO energy: 0.2 eV
Highest occupied orbital energy: -2.9 eV
Energy: -77010.50553 eV

Element x y z (Å)
Cl1 -0.90670 -4.88553 -0.87509
C1 -1.66546 -3.33692 -0.75908
C2 -1.40252 -2.53756 0.31877
Cl2 -0.35197 -3.09665 1.55722
C3 -2.02346 -1.25471 0.48534
O1 -1.77854 -0.55398 1.45204
C4 -2.98342 -0.82442 -0.55956
O2 -3.59601 0.22395 -0.45155
C5 -3.17247 -1.69491 -1.68561
Cl3 -4.24268 -1.19603 -2.92997
C6 -2.54689 -2.90782 -1.77374
Cl4 -2.85306 -3.93507 -3.12566
C7 2.26511 0.71870 2.45496
O3 2.15383 1.82022 1.58102
C8 1.47507 1.57939 0.40072
C9 0.61766 2.64809 -0.08033
O4 0.04086 2.58876 -1.15665
O5 0.49715 3.72690 0.76111
C10 -0.49117 4.59135 0.31576
C11 1.65066 0.32693 -0.31747
O6 0.90774 -0.03374 -1.22077
O7 2.71739 -0.42995 0.08696
C12 2.76201 -1.60403 -0.65002
H1 2.99332 0.96253 3.22923
H2 1.29002 0.54709 2.91648
H3 2.58933 -0.17117 1.91481
H4 -0.44251 5.50728 0.90888
H5 -0.33363 4.80104 -0.74240
H6 -1.45769 4.10489 0.45802
H7 3.65959 -2.16859 -0.37932
H8 1.85978 -2.17728 -0.42420
H9 2.76869 -1.33876 -1.70990


> Which of these has the highest energy?

C12H8O8


> What is the formula in the fifth record?

C12H9Cl3MnN3O8S3


Copy entry 4 word for word.
DFT (ωB97M-V/def2-TZVPD) results for a molecular structure, C12H9Cl3HgN3SSi at a distorted geometry.

Calculated values
2S+1: 2
Molecular weight: 562.3 g/mol
Expectation value of S²: 0.761
Charge: 0
Kohn-Sham gap (alpha / beta): 7.206 / 5.771 eV
LUMO energy (alpha / beta): -0.2 / -1.7 eV
Highest occupied orbital energy (alpha / beta): -7.4 / -7.5 eV
Energy: -77518.65471 eV

Element x y z (Å)
Hg1 -0.96166 -4.02855 -0.73126
N1 0.49124 1.01985 -0.27976
C1 1.88184 1.14385 -0.31336
C2 2.45754 2.40505 -0.31016
C3 3.83934 2.55285 -0.33696
C4 4.65314 1.44005 -0.36776
C5 4.08664 0.17005 -0.37786
C6 2.71504 0.02415 -0.35446
S1 1.98294 -1.60935 -0.40786
N2 0.35344 -1.31455 -0.50016
C7 -0.19666 -0.16485 -0.42086
C8 -1.67046 -0.11415 -0.48106
C9 -2.39326 1.07955 -0.57556
C10 -3.77736 1.02265 -0.59436
C11 -4.40986 -0.20855 -0.52516
C12 -3.60806 -1.34035 -0.45706
N3 -2.29026 -1.29625 -0.43576
H1 -0.01776 1.87505 -0.13326
H2 1.82294 3.27995 -0.28376
H3 4.26844 3.54335 -0.33666
H4 5.72614 1.54855 -0.38546
H5 4.71764 -0.70485 -0.39896
H6 -1.90666 2.04135 -0.64856
H7 -4.35726 1.93085 -0.66636
H8 -5.48686 -0.29195 -0.52286
H9 -4.04696 -2.33005 -0.41146
Cl1 -2.69646 -3.67195 3.07584
Si1 -0.95796 -3.00215 2.20514
Cl2 0.60524 -3.94815 3.13194
Cl3 -0.82406 -1.05135 2.84394


> Which formula does entry 3 have?

C12H9BrNO2S